# 1
A molecular structure, C29H43GeN6PPt, computed with ωB97M-V with the def2-TZVPD basis set.

Values from the calculation:
energy relative to the best compared isomer or geometry (same formula, charge and spin)	0.0	kcal/mol
net charge	+3
HOMO (spin up / spin down)	-14.90 / -14.90	eV
spin multiplicity	2

```
81
Properties=species:S:1:pos:R:3:forces:R:3:mulliken_spin:R:1
Pt 0.4791 -0.1339 -0.3721 -0.78 0.34 -0.99 0.05
N -5.4208 0.0291 -2.8231 -0.02 0.00 -0.01 0.00
C -3.9877 -0.0717 -2.3258 -0.04 -0.01 0.05 0.00
C -3.2786 -1.1816 -3.0966 0.01 -0.01 -0.01 0.00
C -1.7737 -1.2121 -2.7768 -0.04 0.01 0.02 0.00
N -1.4709 -1.6429 -1.3970 -0.01 -0.08 0.11 0.00
C -1.1641 0.1632 -3.0326 0.03 -0.04 0.02 0.00
C -1.8107 1.2583 -2.1924 -0.03 0.08 -0.06 0.00
N -1.4567 1.1192 -0.7497 -0.02 -0.12 0.15 0.00
C -3.3255 1.2981 -2.4600 0.00 0.04 0.01 0.00
H -5.9232 -0.8563 -2.7089 0.00 0.00 0.00 0.00
H -5.4487 0.2663 -3.8196 0.01 0.00 0.00 0.00
H -5.9504 0.7500 -2.3241 0.00 0.00 0.01 0.00
H -4.1009 -0.3456 -1.2735 0.03 0.00 0.00 0.00
H -3.3985 -1.0155 -4.1723 0.02 0.03 0.00 0.00
H -3.7271 -2.1508 -2.8648 0.00 0.00 -0.02 0.00
H -1.3086 -1.9243 -3.4574 0.01 -0.04 0.04 0.00
H -1.3600 -2.6485 -1.3225 0.04 0.00 -0.13 0.00
H -2.2260 -1.4127 -0.7605 0.02 -0.08 0.06 0.00
H -1.2567 0.4197 -4.0908 -0.04 0.01 0.01 0.00
H -0.0904 0.1269 -2.8163 0.02 0.00 -0.04 0.00
H -1.4121 2.2203 -2.5130 0.04 -0.01 0.01 0.00
H -2.2074 0.6941 -0.2153 -0.01 0.03 0.03 0.00
H -1.3205 2.0362 -0.3354 0.01 0.01 -0.03 0.00
H -3.4607 1.6626 -3.4838 0.01 -0.02 -0.01 0.00
H -3.8053 2.0226 -1.7965 -0.01 0.01 -0.02 0.00
C -1.4742 0.1759 2.2581 0.04 -0.05 0.06 0.00
Ge 0.4710 0.0124 2.0521 0.26 -0.04 0.26 0.00
C 1.0541 -1.7000 2.7396 -0.06 -0.02 0.21 0.00
C 1.1088 -1.7903 4.1346 0.06 0.00 0.00 0.00
C 1.4550 -2.9838 4.7506 0.01 -0.03 -0.01 0.00
C 1.7539 -4.1005 3.9803 0.00 0.03 -0.01 0.00
C 1.7002 -4.0227 2.5953 0.00 -0.04 0.04 0.00
C 1.3472 -2.8291 1.9804 -0.02 0.03 -0.14 0.00
C 1.3624 1.5733 2.7601 0.07 0.15 -0.06 0.00
C 0.5982 2.7042 2.9317 -0.04 0.03 -0.16 0.00
C 1.1672 3.9461 3.2863 0.04 0.01 -0.03 0.00
C 2.5183 4.0526 3.4331 -0.01 -0.04 -0.01 0.00
C 3.3512 2.9091 3.3133 -0.01 0.05 0.01 0.00
C 4.7456 2.9977 3.5532 0.02 -0.02 -0.01 0.00
C 5.5290 1.8780 3.5717 -0.01 0.03 0.00 0.00
C 4.9426 0.6125 3.3569 -0.03 -0.01 0.00 0.00
C 3.6083 0.5052 3.0676 0.00 0.05 0.00 0.00
C 2.7726 1.6521 3.0115 -0.05 -0.17 0.23 0.00
H -1.6320 0.1471 3.3397 -0.09 -0.01 -0.01 0.00
H -1.9899 -0.6881 1.8352 0.03 -0.01 0.00 0.00
H -1.9072 1.1015 1.8838 0.03 0.03 0.06 0.00
H 0.9040 -0.9219 4.7543 -0.02 -0.01 -0.01 0.00
H 1.4961 -3.0425 5.8300 0.00 0.00 0.00 0.00
H 2.0265 -5.0309 4.4602 0.00 0.00 0.00 0.00
H 1.9243 -4.8976 1.9986 0.00 0.01 -0.01 0.00
H 1.2940 -2.7835 0.8962 -0.03 0.00 0.00 0.00
H -0.4766 2.6675 2.7888 0.01 -0.02 0.00 0.00
H 0.5298 4.8093 3.4216 0.00 0.00 0.02 0.00
H 2.9726 5.0040 3.6805 0.00 0.00 0.00 0.00
H 5.1750 3.9698 3.7619 0.00 -0.01 0.01 0.00
H 6.5837 1.9535 3.7998 0.00 0.00 -0.01 0.00
H 5.5463 -0.2819 3.4668 0.00 0.01 -0.02 0.00
H 3.1565 -0.4730 2.9693 0.03 -0.02 0.00 0.00
C 5.2269 -1.3553 -1.9835 0.00 0.01 0.06 -0.02
N 5.1502 -1.0871 -0.5385 0.01 -0.01 -0.05 0.39
C 5.7696 0.1813 -0.1700 0.01 0.01 0.02 -0.01
N 4.9393 1.1335 -0.8988 -0.03 -0.07 -0.03 0.42
C 4.9987 0.9480 -2.3587 0.00 0.04 0.04 -0.02
N 4.4644 -0.3575 -2.7222 0.00 -0.02 -0.12 0.04
C 3.0255 -0.4609 -2.4766 0.14 0.05 0.02 0.01
P 2.5896 -0.2041 -0.6902 0.42 -0.13 0.51 0.07
C 3.8711 -1.3657 0.0481 -0.04 -0.06 -0.02 0.03
C 3.6195 1.3366 -0.3761 0.01 0.05 0.00 0.02
H 4.8398 -2.3549 -2.1735 -0.01 0.01 -0.02 0.01
H 6.2712 -1.3107 -2.2902 0.00 0.00 0.00 0.00
H 6.7966 0.2195 -0.5242 0.00 0.00 -0.01 0.00
H 5.7127 0.3553 0.9027 -0.01 0.00 -0.03 0.00
H 6.0379 1.0166 -2.6772 0.00 -0.01 0.01 0.00
H 4.4249 1.7436 -2.8312 0.00 -0.01 -0.02 0.01
H 2.6757 -1.4463 -2.7916 -0.01 0.00 0.01 0.00
H 2.5069 0.2789 -3.0903 -0.01 0.01 0.01 0.00
H 3.5700 -2.3851 -0.2049 -0.01 0.00 0.04 0.01
H 3.8876 -1.2540 1.1302 0.03 0.01 -0.01 -0.01
H 3.6335 1.5393 0.6953 0.05 0.01 -0.02 0.00
H 3.1391 2.1673 -0.8974 -0.02 -0.02 -0.01 0.02
```
Positions in Å, forces in eV/Å.

***

# 2
7 unconnected molecules or ions with the total composition C29H44BBrF6N5O19, computed with ωB97M-V with the def2-TZVPD basis set.

Values from the calculation:
net charge	+1
HOMO	-10.95	eV

```
105
Properties=species:S:1:pos:R:3:forces:R:3:mulliken_charge:R:1
C -3.3136 4.6863 -3.7808 -0.22 0.16 -0.80 -1.50
C -2.9646 4.3405 -5.2460 1.27 0.70 0.28 0.93
C -2.0245 5.4361 -5.7810 0.20 -0.44 0.12 -1.45
C -2.2276 2.9964 -5.4360 -1.08 0.14 -0.01 -0.71
C -2.6750 1.8481 -4.5178 0.41 -0.08 -0.14 -2.17
C -1.5986 1.2673 -3.5971 -0.39 -0.70 0.75 0.92
B -2.2757 -0.0427 -2.9328 -0.35 -0.47 -0.22 0.38
O -2.9098 0.0548 -1.7041 1.07 0.55 0.42 -0.63
N -2.2865 -1.3182 -3.6359 0.05 -0.33 0.44 0.23
C -3.6222 -1.6707 -4.1409 0.14 0.71 -0.23 -1.03
C -1.6054 -2.3933 -2.9064 0.31 0.21 -0.32 -0.98
N -1.2624 2.2175 -2.4768 -0.97 0.31 -0.83 0.05
C -0.2784 1.6697 -1.6864 0.29 0.79 -0.27 0.05
N -0.5737 1.4178 -0.4696 0.05 -0.49 0.87 0.20
N 0.2875 0.8443 0.4581 0.05 -0.18 0.37 -0.65
N 0.9272 1.4192 -2.2559 0.30 -0.95 0.67 -0.28
C 0.7428 0.3839 -3.3151 0.44 0.34 -0.66 -0.98
C -0.2569 0.9658 -4.2851 -0.35 0.15 -0.29 -0.29
Br -0.3762 -0.0759 -5.9225 0.10 0.03 0.18 -0.07
H -2.9515 5.6808 -3.5591 0.15 0.24 0.18 0.48
H -4.3890 4.7408 -3.6769 -0.28 -0.24 0.38 0.27
H -2.8886 4.0061 -3.0568 -0.10 -0.20 0.21 0.31
H -3.8309 4.3894 -5.8900 -0.54 -0.31 0.11 0.42
H -2.3536 6.4294 -5.5043 -0.23 0.23 -0.22 0.44
H -1.8709 5.3534 -6.8497 -0.10 0.14 -0.29 0.14
H -1.0424 5.2987 -5.3311 0.21 0.09 0.19 0.39
H -1.1608 3.1929 -5.4036 0.23 -0.10 0.22 0.47
H -2.4339 2.6802 -6.4499 0.23 -0.05 -0.35 -0.24
H -3.5275 2.1115 -3.9036 -0.17 0.25 0.17 0.70
H -3.0133 1.0222 -5.1335 -0.05 -0.22 -0.19 0.51
H -2.6525 -0.6772 -1.1216 -0.74 -0.17 -0.30 0.23
H -3.6548 -1.6453 -5.2259 0.09 -0.18 -0.26 0.29
H -3.9539 -2.6436 -3.8018 0.02 -0.22 0.14 0.36
H -4.3537 -0.9339 -3.8062 -0.24 -0.02 0.10 0.34
H -0.7962 -2.8179 -3.4957 0.15 -0.12 -0.17 0.25
H -2.2678 -3.2102 -2.6449 -0.26 -0.10 0.15 0.34
H -1.1364 -2.0301 -1.9866 0.01 -0.02 0.17 0.31
H -0.9282 3.0909 -2.8820 0.10 0.00 0.05 0.31
H -1.4995 1.6670 -0.1388 0.02 0.14 -0.20 0.42
H 0.8904 0.1262 0.0333 -0.25 0.19 -0.17 0.16
H -0.2718 0.3566 1.1556 0.00 0.25 0.16 0.28
H 1.6495 1.1810 -1.5837 0.04 -0.15 -0.09 0.37
H 1.6906 0.2554 -3.8182 0.26 -0.05 -0.05 0.64
H 0.4339 -0.5862 -2.9347 -0.06 -0.08 0.32 0.22
H 0.1703 1.9092 -4.5930 0.05 0.25 -0.32 0.71
C 4.5619 -0.6705 1.4067 0.11 0.29 0.11 -0.24
C 5.0412 -1.7775 0.4970 0.03 -0.17 0.31 0.23
O 3.8128 -2.3070 -0.0030 0.00 0.29 -0.31 -0.36
C 2.9183 -1.3055 0.0143 -0.10 -0.18 0.26 0.71
O 1.8581 -1.3315 -0.5511 0.15 0.07 -0.10 -0.63
O 3.3437 -0.2691 0.7491 0.09 -0.10 -0.24 -0.25
F 5.6978 -2.7443 1.1681 -0.07 -0.06 -0.04 -0.25
H 4.3253 -1.0239 2.4040 -0.09 -0.15 -0.02 0.20
H 5.2594 0.1592 1.4769 -0.17 0.13 -0.15 0.34
H 5.6552 -1.4464 -0.3418 0.04 -0.10 -0.01 0.25
C 6.3663 -3.5888 5.0019 0.17 -0.25 -0.13 -0.38
C 6.2991 -2.0817 5.0655 -0.33 -0.01 0.01 0.21
O 5.5716 -1.8548 6.2529 0.37 -0.07 0.08 -0.28
C 5.8082 -2.9168 7.0793 -0.14 -0.17 0.11 0.60
O 5.5609 -2.9351 8.2367 -0.02 0.03 -0.06 -0.50
O 6.3681 -3.9395 6.3887 -0.04 0.25 -0.05 -0.31
F 5.6033 -1.5589 4.0163 0.14 0.01 0.16 -0.23
H 5.4840 -4.0128 4.5204 -0.06 0.15 -0.03 0.27
H 7.2588 -3.9584 4.5041 0.07 -0.06 0.20 0.29
H 7.2682 -1.5859 5.1330 -0.03 0.10 -0.14 0.23
C -2.0875 2.2704 -9.5944 -0.07 -0.23 0.31 -0.33
C -1.2371 2.4359 -10.8310 -0.26 0.11 -0.24 0.29
O -1.3054 3.8334 -11.0597 0.24 -0.09 0.36 -0.34
C -1.4999 4.4343 -9.8502 -0.07 0.20 -0.06 0.56
O -1.3514 5.5867 -9.6300 -0.06 -0.08 -0.01 -0.47
O -1.8830 3.5155 -8.9213 0.07 -0.08 -0.17 -0.20
F -1.7587 1.7818 -11.8934 0.02 0.05 -0.01 -0.28
H -3.1445 2.1593 -9.8404 0.04 0.01 -0.19 0.27
H -1.7762 1.4358 -8.9705 0.09 0.14 0.14 0.17
H -0.1937 2.1414 -10.7071 0.00 -0.07 -0.10 0.29
C -1.1728 1.0111 4.4181 -0.17 0.16 -0.12 -0.32
C -0.4008 1.3071 5.6822 -0.11 -0.25 0.19 0.28
O 0.6784 0.3869 5.6018 0.09 0.30 -0.32 -0.33
C 0.9075 0.1474 4.2852 0.08 -0.20 -0.03 0.52
O 1.8808 -0.3676 3.8424 -0.05 -0.02 -0.02 -0.50
O -0.1343 0.5829 3.5311 0.07 0.10 0.15 -0.10
F -1.1286 1.0438 6.7894 0.06 -0.02 -0.01 -0.29
H -1.8818 0.1993 4.5546 0.02 -0.03 0.20 0.09
H -1.6960 1.8797 4.0263 0.15 -0.01 -0.18 0.29
H -0.0050 2.3219 5.7472 -0.02 0.00 0.12 0.30
C 4.9751 -5.0580 11.5337 0.28 0.08 0.15 -0.45
C 4.0786 -4.9123 10.3298 -0.11 -0.27 -0.06 0.50
O 2.7864 -5.0932 10.8861 0.16 0.32 0.11 -0.33
C 2.8478 -4.6822 12.1872 -0.09 -0.06 0.17 0.62
O 1.9071 -4.4557 12.8686 0.04 -0.06 -0.05 -0.49
O 4.1410 -4.5607 12.5855 -0.08 -0.05 -0.22 -0.32
F 4.3041 -5.8844 9.4098 -0.06 0.02 -0.01 -0.30
H 5.2243 -6.1022 11.7286 -0.09 -0.05 -0.12 0.28
H 5.8913 -4.4791 11.4545 -0.10 0.14 0.14 0.27
H 4.1328 -3.9399 9.8439 0.04 -0.06 -0.13 0.25
C -5.6884 -0.3277 3.4251 -0.12 0.24 0.19 -0.43
C -5.6173 -1.8364 3.4338 -0.21 -0.07 -0.25 0.30
O -4.4590 -2.0876 2.6437 0.17 0.13 0.34 -0.29
C -3.6416 -1.0184 2.7775 0.00 -0.07 -0.15 0.67
O -2.4911 -1.0021 2.4668 -0.10 0.13 -0.20 -0.52
O -4.2998 0.0306 3.3217 -0.01 -0.17 -0.03 -0.29
F -6.6898 -2.3962 2.8392 0.08 -0.02 -0.04 -0.28
H -6.2251 0.0467 2.5533 -0.01 -0.14 -0.06 0.28
H -6.1323 0.0868 4.3257 0.22 0.06 0.06 0.27
H -5.4806 -2.2799 4.4210 -0.05 -0.08 -0.03 0.30
```
Positions in Å, forces in eV/Å.

***

# 3
A molecular structure, C29H44BrCoN3P2, computed with ωB97M-V with the def2-TZVPD basis set.

Values from the calculation:
energy relative to the best compared isomer or geometry (same formula, charge and spin)	0.0	kcal/mol
net charge	+2
HOMO (spin up / spin down)	-12.94 / -12.93	eV
spin multiplicity	4

```
80
Properties=species:S:1:pos:R:3:forces:R:3:mulliken_spin:R:1
C -0.2519 6.8466 -3.3466 0.08 0.05 -0.17 0.00
C -0.4408 5.4826 -3.6333 -0.06 0.37 -0.39 0.00
C -0.7329 5.1356 -4.9614 0.04 0.17 -0.23 0.00
C -0.8002 6.1403 -5.9382 0.14 -0.22 0.92 0.00
N -0.5999 7.4257 -5.6459 -0.07 0.15 -0.23 0.00
C -0.3382 7.7825 -4.3887 -0.05 -0.83 0.29 0.00
C -0.3159 4.4609 -2.6210 0.19 -0.46 0.62 0.00
C -0.1641 3.6067 -1.7693 -0.20 1.86 -1.55 -0.01
C 0.0053 2.6208 -0.7846 -0.13 -0.29 -0.29 0.01
C 0.8139 2.8683 0.3326 -0.11 -0.17 0.23 0.00
C 0.9935 1.8634 1.2870 -0.06 -0.18 -0.31 0.01
C 0.4155 0.6443 1.0016 -0.82 0.04 -1.16 -0.28
C -0.4782 0.4056 -0.0589 0.87 1.00 -0.41 0.09
C -0.6656 1.4041 -1.0048 -0.08 -0.24 0.62 -0.02
Co -0.2382 -0.8836 1.7568 1.22 -0.45 2.95 2.18
P 2.0376 -1.4638 1.0748 0.29 0.49 -0.24 -0.09
H -0.8820 4.0971 -5.2468 0.01 0.18 0.11 0.00
H -0.0159 7.1842 -2.3403 -0.08 -0.13 -0.16 0.00
H -1.0163 5.8805 -6.9760 0.07 0.17 0.26 0.00
H -0.1836 8.8457 -4.1878 -0.06 -0.34 -0.12 0.00
H -1.3023 1.2648 -1.8837 0.24 0.21 0.33 0.00
H 1.2914 3.8503 0.4295 -0.27 -0.46 0.05 0.00
H -0.9992 -0.5630 -0.1545 0.32 0.37 -0.15 -0.01
H 1.5595 2.0038 2.2010 0.05 0.10 -0.19 -0.01
C 2.5618 -3.1790 1.5347 -0.25 -0.17 0.58 0.00
C 3.7636 -3.7992 0.8151 0.23 0.04 -0.19 -0.01
H 1.6820 -3.8271 1.4128 0.16 0.08 0.06 0.00
H 2.7324 -3.1548 2.6252 -0.09 0.12 -0.42 0.00
H 4.0476 -4.7363 1.3125 -0.15 0.26 -0.04 0.00
H 3.5401 -4.0584 -0.2235 0.01 0.08 0.08 0.00
H 4.6498 -3.1531 0.8171 -0.29 -0.15 0.02 0.00
C 2.3126 -1.3245 -0.7506 -0.46 -0.22 -0.11 -0.02
C 3.3737 -0.3578 -1.2623 0.27 0.18 -0.37 0.00
H 1.3446 -1.0014 -1.1645 0.26 -0.08 0.03 0.00
H 2.4957 -2.3409 -1.1270 0.05 0.24 0.06 0.00
H 3.3874 -0.4104 -2.3613 0.01 0.06 0.31 0.00
H 3.1488 0.6827 -0.9948 0.05 -0.27 0.00 0.00
H 4.3873 -0.6006 -0.9241 -0.30 0.05 -0.01 0.00
C 3.2268 -0.2867 1.8345 -0.24 0.26 0.38 0.01
C 4.6754 -0.7243 1.9825 0.32 -0.14 -0.04 0.00
H 2.8171 -0.0634 2.8301 0.14 -0.05 -0.37 -0.01
H 3.1631 0.6412 1.2582 0.06 -0.27 -0.02 0.00
H 5.2477 0.0940 2.4333 -0.14 -0.14 -0.04 0.00
H 4.7753 -1.5923 2.6428 0.00 0.13 -0.15 0.00
H 5.1478 -0.9445 1.0208 -0.05 -0.04 0.21 0.00
Br 0.8500 -1.3142 3.8928 -0.21 -0.72 0.24 0.12
P -1.9924 -3.1719 -1.0196 1.72 2.17 1.12 0.64
C -0.1894 -3.5131 -0.9375 0.00 -0.55 -0.22 0.10
C 0.1682 -4.8978 -1.4702 0.33 -0.49 -0.07 0.03
H 0.1531 -3.3897 0.1044 -0.35 -0.03 -0.33 0.01
H 0.3003 -2.7408 -1.5432 -0.33 -0.18 0.05 -0.01
H 1.2321 -4.9334 -1.7358 -0.26 -0.05 0.09 0.00
H -0.0197 -5.6780 -0.7197 -0.01 0.19 -0.28 0.00
H -0.4104 -5.1272 -2.3735 0.24 -0.06 0.17 -0.01
C -2.4943 -2.7622 0.7121 -0.31 -0.39 -0.17 0.09
C -3.8129 -3.4718 1.0503 -0.43 -0.01 0.34 0.02
H -2.6032 -1.6673 0.8117 -0.02 -0.35 -0.17 0.01
H -1.6861 -3.1016 1.3836 -0.17 -0.07 -0.27 0.01
H -3.9276 -3.5579 2.1379 0.00 -0.01 -0.31 0.00
H -4.6687 -2.8957 0.6732 0.22 -0.25 0.03 0.00
H -3.8421 -4.4798 0.6118 -0.07 0.27 0.29 0.00
C -2.0736 -1.6163 -1.9975 -0.76 0.08 -0.58 0.08
C -2.5221 -1.7953 -3.4499 -0.16 -0.02 -0.36 0.02
H -1.0816 -1.1438 -2.0115 -0.15 -0.43 0.24 0.02
H -2.7546 -0.9366 -1.4662 -0.01 -0.27 -0.07 0.00
H -2.9007 -0.8427 -3.8355 0.07 -0.22 0.06 0.00
H -1.6813 -2.0920 -4.0846 -0.20 -0.08 0.10 0.00
H -3.3178 -2.5418 -3.5357 0.09 0.21 -0.12 0.00
C -2.9360 1.5559 5.9558 -0.10 0.25 0.17 0.00
N -2.6506 1.1471 4.5767 0.35 -0.15 -0.87 0.00
C -2.9043 1.9346 3.4576 0.34 -0.75 -0.17 0.00
C -2.3496 1.2857 2.3867 0.01 0.09 1.08 0.01
N -1.7122 0.1368 2.8363 -0.74 -0.18 0.39 0.02
C -1.9453 0.0640 4.1649 -0.22 0.85 -0.74 0.00
H -3.6660 2.3773 5.9203 0.23 -0.39 0.03 0.00
H -3.3523 0.7265 6.5327 0.09 0.12 -0.18 0.00
H -2.0240 1.9275 6.4418 -0.24 -0.18 -0.19 0.00
H -3.4332 2.8724 3.4977 -0.02 -0.09 0.16 0.00
H -2.3372 1.5997 1.3586 0.05 -0.01 -0.03 0.00
H -1.5862 -0.7234 4.8207 -0.12 0.35 -0.17 0.00
```
Positions in Å, forces in eV/Å.

***

For each record above, in turn, the calculated electronic energy values are -3996.0803 -6032.7311 -5934.4907 a.u..